Record 1
# C8H6Cl3NO3

A 2-piece molecular cluster, C8H6Cl3NO3 overall at a distorted geometry (the ωB97M-V functional and the def2-TZVPD basis, OMol25).

Output
lowest unoccupied orbital energy: -0.525 eV
structure (SMILES): O=C(c1ccccc1)C(Cl)(Cl)Cl.O=NO
total charge: 0
maximum force: 3.54 eV/Å
molecular weight: 270.50 g mol⁻¹

Each line ends with the natural charge from an NBO analysis.
Geometry (Å):
O  2.8651  -2.0286  0.5047  -0.51
C  2.6918  -0.8833  0.1837  0.57
C  1.3729  -0.1511  0.0754  -0.21
C  1.0069  0.6140  -1.0854  -0.17
C  -0.2905  1.0751  -1.2024  -0.23
C  -1.2743  0.6615  -0.3515  -0.19
C  -0.9126  -0.0027  0.7956  -0.21
C  0.3902  -0.4312  1.0259  -0.16
C  3.9145  0.1080  -0.0303  -0.21
Cl  5.1768  -0.5237  1.0152  0.07
Cl  4.2750  0.0337  -1.7786  0.04
Cl  3.5621  1.7973  0.4452  0.05
H  1.8123  0.8850  -1.8543  0.24
H  -0.5833  1.4353  -2.2373  0.23
H  -2.3708  0.7836  -0.5547  0.23
H  -1.7006  -0.3940  1.5814  0.23
H  0.6516  -0.9408  1.9706  0.24
O  -1.6146  -3.1084  -0.0181  -0.28
N  -0.4830  -2.8369  0.2059  0.34
O  0.5137  -3.3715  -0.6373  -0.56
H  1.2604  -2.7911  -0.4637  0.49

=====

Record 2
# C5H14N4

A 2-piece molecular cluster, C5H14N4 overall at a distorted geometry (the ωB97M-V functional and the def2-TZVPD basis, OMol25).

Output
lowest unoccupied orbital energy (spin up / spin down): 0.653 / 0.307 eV
total charge: 0
maximum force: 2.96 eV/Å
molecular weight: 130.20 g mol⁻¹

Each line ends with the natural charge from an NBO analysis.
Geometry (Å):
C  1.2389  -0.4835  -0.9720  -0.36
C  1.0198  1.9463  0.6898  -0.66
C  1.5457  -1.8583  -0.4557  -0.67
C  0.1834  0.6791  0.6453  0.30
N  0.1211  -0.0694  1.7300  -0.72
H  -0.7601  -0.5840  1.7819  0.33
H  2.0985  0.1634  -0.8041  0.19
H  1.1510  -0.4656  -2.0588  0.19
H  1.2364  2.3389  -0.3051  0.21
H  1.9576  1.7385  1.2048  0.23
H  0.4759  2.7017  1.2671  0.22
H  1.4124  -1.8693  0.6359  0.23
H  0.9566  -2.6501  -0.9251  0.19
H  2.5940  -2.1326  -0.6135  0.22
N  -1.4504  -1.4787  -0.3208  -0.60
N  -2.2755  0.9372  0.3741  -0.87
C  -1.0080  0.7759  -0.3307  -0.02
N  -0.9084  -0.5063  -1.0384  -0.15
H  -1.4724  -2.3906  -0.7566  0.39
H  -2.1301  -1.2182  0.3959  0.40
H  -2.1673  1.5530  1.1711  0.38
H  -2.9842  1.3109  -0.2461  0.37
H  -0.8349  1.5615  -1.0690  0.19

=====

Record 3
# C5H31NO10

A 11-piece molecular cluster, C5H31NO10 overall at a distorted geometry (the ωB97M-V functional and the def2-TZVPD basis, OMol25).

Output
lowest unoccupied orbital energy (spin up / spin down): 2.609 / 2.540 eV
<S²>: 0.7505
total charge: -1
maximum force: 2.38 eV/Å
multiplicity: 2
molecular weight: 265.30 g mol⁻¹

Each line ends with the natural charge from an NBO analysis.
Geometry (Å):
C  1.8502  2.5529  -0.6056  -0.68
C  1.2099  1.2446  -0.9375  -0.25
C  1.8253  0.0645  -1.0973  -0.16
N  1.0730  -1.0770  -1.3710  -0.67
C  1.6537  -2.3771  -1.6695  -0.28
C  1.2384  -3.4196  -0.5951  -0.72
H  1.1075  3.2791  -0.2112  0.21
H  2.7118  2.5508  0.0803  0.21
H  2.2947  3.1509  -1.4288  0.20
H  0.1315  1.2799  -1.0808  0.20
H  2.8978  -0.0256  -0.9740  0.18
H  0.3058  -0.9624  -2.0424  0.40
H  2.7800  -2.3735  -1.8304  0.18
H  1.3371  -2.6881  -2.6408  0.18
H  1.8378  -4.3219  -0.6050  0.21
H  0.2564  -3.7811  -0.9929  0.18
H  1.0532  -2.9349  0.3578  0.21
H  -2.2943  1.5648  3.6898  0.46
H  -0.8491  1.3764  3.7728  0.50
O  -1.6092  1.5298  4.3773  -0.97
H  0.9029  1.3528  -4.5473  0.47
H  2.3420  1.6136  -3.9372  0.47
O  1.4143  1.8772  -3.9241  -0.96
H  -2.3762  -0.7049  -0.3346  0.48
H  -2.0112  0.3639  -1.4064  0.48
O  -2.5086  0.2173  -0.5983  -0.97
H  -2.1517  -2.1771  -2.0402  0.49
H  -2.3903  -2.1415  -3.4986  0.46
O  -1.7844  -1.7432  -2.8594  -1.01
H  1.8032  1.7780  3.4310  0.47
H  1.3057  0.3795  2.7078  0.52
O  1.0920  1.1440  3.3199  -1.07
H  -1.0392  2.8474  1.2326  0.49
H  -0.1834  1.5437  1.4703  0.48
O  -1.0136  1.8903  1.1279  -0.99
H  -3.5805  -0.6595  1.3189  0.51
H  -4.7508  -1.3488  0.4107  0.49
O  -4.0625  -1.4560  1.0746  -1.00
H  -3.0525  -2.6454  0.3648  0.52
H  -1.5947  -2.7488  -0.2703  0.49
O  -2.5267  -2.6479  -0.5115  -1.03
H  0.0858  3.1467  3.1041  0.48
H  -1.2944  3.4856  3.3542  0.48
O  -0.5426  3.8430  2.8590  -0.96
H  3.0962  -0.4820  1.4898  0.35
H  1.8836  -0.9249  0.8302  0.47
O  2.1258  -0.4358  1.6363  -1.18

=====

Record 4
# C5H17NO2

A 3-piece molecular cluster, C5H17NO2 overall at a distorted geometry (the ωB97M-V functional and the def2-TZVPD basis, OMol25).

Output
lowest unoccupied orbital energy: 0.393 eV
structure (SMILES): CCCCCN.O.O
total charge: 0
maximum force: 2.57 eV/Å
molecular weight: 123.20 g mol⁻¹

Each line ends with the natural charge from an NBO analysis.
Geometry (Å):
C  0.9096  2.2695  1.2395  -0.62
C  0.6205  0.7609  1.2435  -0.40
C  -0.8553  0.3503  1.2900  -0.42
C  -1.7534  0.6491  0.1095  -0.42
C  -1.2256  0.3568  -1.3317  -0.22
N  -1.0395  -1.0509  -1.6711  -0.85
H  0.4956  2.7167  0.3395  0.20
H  1.9748  2.5181  1.3756  0.21
H  0.5659  2.7687  2.1548  0.20
H  1.0710  0.3653  0.3282  0.20
H  1.1553  0.3294  2.0987  0.20
H  -1.2712  0.7361  2.2310  0.21
H  -0.7961  -0.7035  1.6100  0.20
H  -2.0825  1.6891  0.1395  0.21
H  -2.6190  -0.0400  0.0989  0.20
H  -0.2271  0.8243  -1.3879  0.19
H  -1.8098  0.9209  -2.0554  0.20
H  -0.5303  -1.5013  -0.9255  0.36
H  -1.9625  -1.4804  -1.6776  0.35
O  1.5813  -2.6344  0.1091  -0.95
H  1.5471  -3.1855  0.9002  0.48
H  1.1303  -3.1890  -0.5353  0.48
O  2.0146  -1.0301  -2.1301  -0.97
H  2.0397  -1.3210  -1.1940  0.48
H  1.0667  -1.1191  -2.3595  0.48

=====

Record 5
# C7H8N2O5

One molecule with the formula C7H8N2O5 at a distorted geometry (the ωB97M-V functional and the def2-TZVPD basis, OMol25).

Output
lowest unoccupied orbital energy (spin up / spin down): 0.095 / -1.696 eV
total charge: 0
maximum force: 4.55 eV/Å
molecular weight: 200.15 g mol⁻¹

Each line ends with the natural charge from an NBO analysis.
Geometry (Å):
C  0.1035  1.3346  1.5003  -0.20
C  -1.3026  1.2109  1.8757  -0.35
C  0.8967  0.4943  0.8196  -0.21
C  -2.1148  0.1640  1.7224  0.17
C  0.4429  -0.6742  -0.0092  -0.01
C  -0.1271  0.0991  -1.2865  0.61
C  1.5763  -1.6017  -0.5616  -0.60
N  -0.6342  -1.4429  0.6095  0.31
N  0.7071  0.8644  -2.0128  0.23
O  -1.7296  -1.0582  1.3275  -0.33
O  1.9328  1.1549  -1.7129  -0.31
O  -0.4616  -2.6436  0.6642  -0.38
O  0.1568  1.3972  -3.1765  -0.51
O  -1.2868  0.0624  -1.6395  -0.56
H  0.4852  2.2349  1.8513  0.22
H  -1.8161  1.9720  2.5280  0.23
H  1.9668  0.6851  0.7632  0.24
H  -3.1691  0.1237  1.7086  0.21
H  1.6247  -2.4799  0.1026  0.26
H  2.4004  -0.9045  -0.5047  0.24
H  1.1912  -1.9644  -1.4560  0.22
H  -0.8423  0.9719  -3.1132  0.51

=====

Record 6
# C3H7O2S

A 2-piece molecular cluster, C3H7O2S overall at a distorted geometry (the ωB97M-V functional and the def2-TZVPD basis, OMol25).

Output
lowest unoccupied orbital energy: 4.035 eV
total charge: -1
maximum force: 1.18 eV/Å
molecular weight: 107.15 g mol⁻¹

Each line ends with the natural charge from an NBO analysis.
Geometry (Å):
O  -0.3903  -2.7050  -0.7467  -0.58
C  -0.6899  -1.6796  -0.1897  0.46
C  -0.0780  -1.2150  1.0991  -0.53
C  0.4775  0.2050  0.9027  -0.51
S  -0.8088  1.4776  0.5586  -0.69
H  -1.4759  -1.0037  -0.5610  0.14
H  0.7182  -1.9171  1.3638  0.19
H  -0.8268  -1.1965  1.8856  0.22
H  1.0742  0.1787  -0.0133  0.18
H  1.1709  0.5330  1.6762  0.19
H  0.7753  3.0018  -2.2288  0.44
H  -0.1270  2.0772  -1.4064  0.49
O  0.1805  2.2436  -2.3400  -1.01

=====

Q: What is the total charge in the first record?
A: 0

=====

Q: Which of these has the highest molecular weight?
A: C8H6Cl3NO3

=====

Q: The lowest maximum force belongs to which entry?
A: C3H7O2S